Record 1
Molecular formula: C34H97N5O12
Method: DFT, ωB97M-V with the def2-TZVPD basis set

The geometry in XYZ format:
```
148
Properties=species:S:1:pos:R:3:forces:R:3
C -0.4563 -3.5583 -0.7873 -0.284 -0.297 -0.833
O -0.5762 -4.2035 -2.0523 0.053 0.287 0.205
C -0.9748 -3.3061 -3.0870 0.590 -0.661 0.169
C -0.6975 -4.0336 -4.4139 -1.759 0.475 -0.323
C -1.3932 -3.3180 -5.6070 1.280 -0.501 0.352
N -1.3234 -5.3776 -4.3926 0.576 0.208 0.840
H -0.3495 -4.3688 -0.0722 0.190 0.237 0.282
H -1.3507 -2.9673 -0.5626 -0.119 -0.080 0.102
H 0.3830 -2.8655 -0.7963 0.196 -0.150 0.219
H -2.0485 -3.1142 -2.9510 -0.022 0.225 -0.258
H -0.3987 -2.3792 -2.9770 -0.133 0.121 -0.266
H 0.3788 -4.1364 -4.5458 0.004 -0.025 -0.098
H -2.4583 -3.5112 -5.5041 -0.143 0.401 -0.139
H -1.0368 -3.8095 -6.5126 -0.211 -0.033 -0.084
H -1.1401 -2.2628 -5.7113 -0.252 0.061 0.244
H -1.0523 -5.7544 -3.4821 0.042 -0.363 -0.296
H -2.3231 -5.2240 -4.2667 -0.016 -0.045 -0.237
C -3.3224 1.8716 3.1943 0.340 -0.506 0.240
O -3.5087 2.6660 4.3386 0.045 0.206 0.316
C -2.6845 3.8094 4.3365 -0.342 0.632 -1.822
C -2.8255 4.5743 5.6220 -0.232 -0.156 -0.002
C -4.2013 5.1756 5.8392 -1.315 -0.964 -0.540
N -1.7794 5.5751 5.7577 0.836 -0.540 0.422
H -3.9020 0.9655 3.3625 -0.085 0.026 -0.258
H -2.2642 1.5859 3.1102 -0.025 0.018 -0.037
H -3.6119 2.3381 2.2475 -0.210 0.184 0.139
H -1.6469 3.5510 4.0866 0.076 -0.102 0.520
H -3.0060 4.4431 3.4858 0.030 0.099 0.069
H -2.6903 3.7488 6.3335 0.217 0.556 0.542
H -5.0072 4.4464 5.6685 0.350 -0.399 0.478
H -4.5348 5.8982 5.0874 0.791 0.601 0.236
H -4.2940 5.5261 6.8652 -0.084 0.361 -0.118
H -1.7975 5.9804 6.6823 0.015 0.065 -0.006
H -1.7816 6.3291 5.0874 -0.412 -0.098 -0.201
C -4.6296 -3.3306 2.8736 0.654 -0.205 0.697
O -5.1870 -2.8075 1.6959 -0.412 0.365 0.186
C -4.2580 -2.3404 0.7543 0.672 -0.307 -1.088
C -4.8921 -1.3561 -0.2278 -0.773 1.674 1.092
C -3.8893 -0.7015 -1.1739 -0.382 -1.289 -0.255
N -5.4708 -0.2616 0.6313 0.338 -1.300 0.729
H -4.6886 -2.6747 3.7493 -0.448 0.368 -0.240
H -3.5531 -3.5160 2.7961 -0.045 -0.258 -0.390
H -5.1245 -4.2604 3.1448 -0.058 -0.080 -0.152
H -3.3876 -1.8649 1.2214 -0.131 0.123 0.170
H -3.8876 -3.2015 0.1793 0.159 0.037 -0.011
H -5.7705 -1.8221 -0.6904 0.588 -0.348 -0.618
H -3.0142 -0.3232 -0.6472 -0.091 0.063 0.165
H -4.3837 0.1176 -1.6914 0.106 0.016 -0.114
H -3.5694 -1.4675 -1.8899 0.167 0.320 -0.197
H -6.2721 0.2008 0.2175 0.099 -0.116 -0.332
H -5.8538 -0.8825 1.3514 -0.342 0.972 0.389
C -0.7373 -1.1321 2.3417 1.664 1.359 -0.345
O 0.0253 -1.2718 1.1440 -1.069 -0.764 -0.650
C 0.7558 -0.1039 0.8210 0.813 -0.437 0.698
C 1.2834 -0.2405 -0.6095 -0.391 1.075 1.021
C 2.3172 0.8461 -0.9280 -0.806 -0.643 -0.333
N 0.1747 -0.1462 -1.5383 -0.559 -0.094 -0.812
H -1.3245 -1.9906 2.6521 0.136 -0.271 -0.534
H -1.3467 -0.2325 2.2043 -0.320 -0.174 0.450
H 0.0647 -0.9270 3.0625 -0.693 0.023 0.781
H 0.1713 0.8201 0.9300 -0.342 -0.103 -0.238
H 1.5509 -0.0073 1.5777 0.250 0.043 -0.221
H 1.8047 -1.1925 -0.7284 -0.247 -0.174 0.099
H 1.8883 1.8508 -0.9408 -0.016 0.006 0.286
H 2.5875 0.6176 -1.9573 0.724 0.195 0.124
H 3.1385 0.7707 -0.2197 0.230 0.188 -0.230
H -0.5948 -0.7637 -1.2950 0.309 -0.278 0.130
H -0.2713 0.7698 -1.5150 0.362 0.153 -0.001
C -0.0268 3.9352 -7.7806 0.160 0.055 -0.133
O 0.4439 2.6608 -7.3893 -0.714 -0.175 -0.149
C 0.7084 2.6535 -6.0065 0.428 0.405 0.239
C 1.3324 1.3361 -5.5737 -0.753 -0.123 1.425
C 0.3131 0.2080 -5.3554 -1.141 -0.042 -0.998
N 2.0531 1.5411 -4.2922 0.331 -0.414 -0.295
H -0.4471 3.9375 -8.7853 0.278 -0.475 -0.130
H 0.8276 4.6153 -7.7591 -0.194 0.390 0.088
H -0.8431 4.2908 -7.1450 0.158 0.046 0.313
H 1.3860 3.4832 -5.7598 0.273 -0.182 -0.056
H -0.1924 2.8826 -5.4168 -0.224 -0.296 -0.101
H 2.0778 1.0223 -6.3030 -0.043 0.101 -0.157
H 0.7920 -0.7354 -5.0944 0.073 -0.057 -0.241
H -0.3487 0.0968 -6.2273 0.627 -0.352 -0.358
H -0.4776 0.3420 -4.6076 0.652 0.693 0.573
H 1.4059 1.5630 -3.5087 -0.302 0.093 -0.211
H 2.5509 0.6636 -4.1523 0.292 0.246 0.229
C 2.8378 -2.0728 3.5553 -0.274 1.357 -0.362
C 2.3486 -2.4659 4.9244 0.595 -0.512 -0.349
O 2.3028 -3.8980 4.9760 -0.164 0.059 0.082
H 2.1351 -2.3506 2.7666 0.286 -0.609 -0.026
H 3.8721 -2.3569 3.3735 -0.163 -0.498 -0.135
H 2.8499 -0.9777 3.4562 0.018 0.023 0.340
H 1.3532 -2.0436 5.0950 0.073 0.017 0.261
H 3.0808 -2.1187 5.6586 -0.334 0.246 0.166
H 2.5789 -4.1846 5.8498 -0.088 -0.022 0.004
C 2.8934 -2.3936 -3.3355 -0.002 -1.341 0.737
C 3.6602 -1.7482 -4.4481 -0.507 0.182 -0.299
O 4.2783 -0.5833 -3.9008 0.154 0.224 -0.663
H 2.3726 -3.3305 -3.5625 0.018 0.157 -0.479
H 2.1557 -1.7417 -2.8667 0.124 0.267 -0.148
H 3.6250 -2.7081 -2.5826 -0.123 0.222 0.197
H 2.9895 -1.4359 -5.2558 0.007 0.390 0.186
H 4.3415 -2.4249 -4.9718 0.339 0.007 0.448
H 5.0994 -0.7983 -3.4494 -0.046 -0.198 -0.018
C -1.5163 -1.0063 6.6158 1.389 -1.775 -1.131
C -1.8473 -2.4123 6.0107 -0.789 1.467 1.781
O -2.6467 -3.1232 6.9512 -0.695 -0.432 -0.391
H -1.1748 -0.4253 5.7562 -0.073 0.506 0.324
H -0.6458 -1.2033 7.2454 -0.130 0.642 0.427
H -2.3550 -0.5686 7.1421 -0.065 0.013 -0.066
H -0.9661 -3.0253 5.8174 0.104 0.396 -0.657
H -2.4756 -2.1519 5.1603 0.030 -0.937 -0.306
H -2.1862 -3.2242 7.7872 0.231 0.104 -0.055
C -2.8344 4.6533 -1.2983 -0.980 -0.075 -0.594
C -2.0479 3.9323 -2.3974 0.343 0.524 1.266
O -2.1705 2.5231 -2.2783 -0.139 -0.271 -0.335
H -3.8974 4.4320 -1.4519 0.014 -0.056 0.067
H -2.7704 5.7376 -1.4102 0.319 -0.016 0.121
H -2.6197 4.3527 -0.2748 0.429 -0.050 -0.104
H -0.9844 4.1385 -2.2472 -0.029 0.133 -0.349
H -2.3817 4.3236 -3.3598 0.172 -0.224 -0.141
H -2.8111 2.2101 -2.9229 -0.023 -0.057 0.093
C 6.0367 4.0386 -2.3869 -0.474 -0.963 0.625
C 5.0993 2.9848 -2.9317 -0.628 -1.059 -0.600
O 3.9234 3.5293 -3.5164 0.217 -0.068 0.190
H 6.8787 3.5005 -1.9441 0.305 0.194 -0.319
H 5.5578 4.5066 -1.5247 -0.056 0.502 -0.308
H 6.3447 4.7351 -3.1599 0.053 0.154 0.134
H 4.7783 2.2501 -2.1734 0.288 0.383 0.396
H 5.5794 2.3295 -3.6791 0.335 0.402 -0.019
H 3.3720 2.7534 -3.7806 -0.070 0.604 -0.172
C 0.6456 1.6003 4.3692 0.444 0.415 -0.313
C 1.7031 2.6566 4.6773 0.712 -0.651 0.085
O 2.8000 2.3924 3.8006 0.058 -0.210 -0.621
H 1.1344 0.6475 4.1614 0.190 -0.034 0.471
H 0.1547 1.8194 3.4187 -0.346 0.240 0.230
H -0.0409 1.5005 5.2072 -0.258 -0.016 -0.203
H 2.1040 2.5002 5.6860 -0.419 0.228 0.148
H 1.3599 3.6874 4.5714 -0.235 -0.100 0.043
H 3.3290 3.1706 3.6164 -0.125 0.186 0.188
C 4.4316 -3.6921 0.1534 -0.489 -0.334 1.055
C 5.6379 -4.4716 -0.3540 -1.199 0.569 -0.127
O 6.8531 -3.7804 -0.2502 0.524 0.175 -0.326
H 4.1908 -2.7389 -0.3168 0.402 -0.052 -0.287
H 4.4984 -3.5081 1.2322 0.172 0.092 -0.047
H 3.5482 -4.3328 0.0659 -0.021 0.042 -0.180
H 5.4183 -4.6243 -1.4136 0.600 -0.308 -0.032
H 5.6549 -5.4347 0.1657 0.159 -0.050 -0.136
H 7.0277 -3.5152 0.6567 -0.195 -0.104 0.080
```
Forces are in eV/Å.

Structure (SMILES): COC[C@H](C)N.COC[C@H](C)N.COC[C@H](C)N.COC[C@H](C)N.COC[C@H](C)N.CCO.CCO.CCO.CCO.CCO.CCO.CCO
E_LUMO, eV: 0.44
HOMO energy, Ha: -0.331
Frontier orbital gap, eV: 9.456
Relative energy (zero: lowest compared OMol25 entry of this formula, charge and spin), kJ/mol: 192.5



Record 2
Molecular formula: C34H29F12N4O3Re
Method: DFT, ωB97M-V with the def2-TZVPD basis set

The geometry in XYZ format:
```
83
Properties=species:S:1:pos:R:3:forces:R:3
Re -1.5376 1.3233 0.6224 -0.130 -0.747 -0.096
C -2.4567 -3.7385 -4.2327 0.000 -0.004 -0.012
C -2.3231 -2.9015 -2.9955 -0.003 0.035 0.010
C -1.6342 -3.3678 -1.8780 -0.015 0.016 -0.017
C -1.5395 -2.6064 -0.7321 -0.012 0.074 -0.009
C -2.1109 -1.3320 -0.6694 -0.067 -0.048 -0.137
N -1.9614 -0.6090 0.5622 0.231 0.897 -0.049
C -2.2060 -1.4072 1.7184 -0.010 -0.121 0.225
C -3.2250 -2.3649 1.6524 0.064 0.108 -0.004
C -3.5349 -3.1518 2.7414 0.024 0.006 0.036
C -2.8294 -3.0340 3.9345 0.034 0.044 -0.024
C -3.1507 -3.8847 5.1244 -0.002 -0.008 0.018
C -1.8340 -2.0606 4.0083 -0.049 -0.060 0.040
C -1.5362 -1.2313 2.9408 -0.049 -0.022 -0.114
C -0.4855 -0.1546 3.0862 0.050 -0.078 -0.004
O -0.7587 0.8822 2.1808 -0.118 0.178 0.004
C -0.4817 0.5457 4.4812 0.013 -0.054 0.030
F -1.7311 0.8214 4.8427 -0.017 0.004 -0.007
F 0.1944 1.6885 4.4122 0.025 0.033 -0.013
F 0.0840 -0.2224 5.4099 -0.002 0.001 -0.010
C 0.9215 -0.6995 2.7191 -0.001 -0.029 0.022
F 0.9168 -1.0968 1.4355 0.001 0.000 -0.035
F 1.8619 0.2337 2.8497 0.038 0.028 -0.011
F 1.2379 -1.7416 3.4735 -0.013 0.007 0.010
C -2.7336 -0.8187 -1.8117 0.035 -0.039 0.075
C -2.8581 -1.6191 -2.9396 0.004 -0.042 -0.024
C -3.2604 0.5978 -1.7970 -0.009 -0.052 -0.035
O -2.4500 1.3599 -0.9377 0.123 0.081 0.086
C -4.7132 0.6518 -1.2437 -0.025 -0.042 -0.015
F -4.7198 0.1751 0.0087 -0.001 0.000 0.010
F -5.1819 1.8917 -1.2175 -0.007 0.023 0.001
F -5.5074 -0.1088 -1.9855 0.007 0.019 0.004
C -3.1516 1.3323 -3.1664 -0.023 -0.045 -0.027
F -3.2918 2.6416 -2.9989 -0.007 0.041 0.018
F -4.0646 0.9112 -4.0324 -0.004 0.001 0.010
F -1.9346 1.1184 -3.6886 0.041 -0.014 0.005
H -2.5806 -4.7908 -3.9816 0.000 -0.001 -0.002
H -1.5603 -3.6514 -4.8501 0.000 -0.003 -0.001
H -3.3072 -3.4244 -4.8345 0.000 0.000 -0.004
H -1.1815 -4.3511 -1.8972 0.000 -0.007 -0.002
H -1.0152 -2.9937 0.1304 -0.006 -0.006 0.010
H -3.7957 -2.4718 0.7413 0.009 -0.006 -0.017
H -4.3387 -3.8719 2.6599 -0.004 -0.008 0.004
H -3.6633 -4.7985 4.8314 -0.002 0.000 0.001
H -3.8045 -3.3393 5.8083 -0.002 -0.007 0.005
H -2.2491 -4.1509 5.6741 0.000 0.000 0.005
H -1.2905 -1.9538 4.9364 0.000 -0.004 0.010
H -3.3868 -1.2440 -3.8043 -0.001 0.000 -0.012
C 5.1422 2.1240 1.7508 -0.001 0.002 0.001
C 5.6400 1.0020 0.8204 0.018 0.014 -0.037
C 5.2076 -0.3874 1.3204 -0.007 -0.012 0.022
C 5.2202 1.2193 -0.5906 0.004 0.042 0.003
C 6.1113 1.4390 -1.5974 -0.008 0.001 0.009
C 5.6616 1.5877 -2.9192 0.024 0.005 -0.004
C 4.3116 1.5110 -3.3291 -0.036 -0.020 0.022
C 3.3308 1.3054 -2.4146 0.027 0.079 0.006
C 1.8852 1.2247 -2.7834 0.021 -0.006 -0.045
C 1.2160 -0.0691 -2.2928 0.000 0.008 0.019
C 1.1297 2.4750 -2.2968 -0.047 -0.062 0.015
C 3.7459 1.2112 -0.9600 -0.035 -0.138 0.020
O 2.9065 1.1433 -0.0987 0.032 0.047 -0.027
H 5.5988 1.9787 2.7289 0.004 0.003 0.001
H 4.0617 2.0954 1.8671 -0.013 -0.009 0.003
H 5.4395 3.1077 1.3875 -0.005 0.007 -0.004
H 6.7319 1.0338 0.8126 -0.003 -0.002 0.024
H 4.1238 -0.4791 1.3524 -0.005 0.010 0.010
H 5.5905 -0.5225 2.3311 0.013 -0.004 -0.005
H 5.6181 -1.1830 0.6987 -0.007 -0.008 -0.010
H 7.1725 1.4868 -1.3927 0.004 -0.009 0.006
H 6.4088 1.7569 -3.6879 0.006 0.003 -0.005
H 4.0768 1.6128 -4.3804 -0.006 -0.004 -0.003
H 1.8611 1.2278 -3.8760 -0.013 -0.007 0.006
H 1.0764 -0.0572 -1.2125 0.005 -0.005 0.005
H 1.7959 -0.9530 -2.5614 0.000 -0.002 -0.011
H 0.2390 -0.1577 -2.7679 -0.030 0.002 -0.010
H 1.0664 2.4902 -1.2094 0.037 0.030 0.007
H 0.1175 2.4438 -2.7005 -0.002 0.003 -0.016
H 1.6008 3.3942 -2.6447 0.008 0.009 0.010
N -1.8812 7.9574 0.3767 0.009 0.031 -0.003
C -1.7528 6.8369 0.6038 -0.015 0.018 -0.008
N -1.6124 5.5658 0.8791 0.104 -0.183 0.028
C -1.4282 4.4024 0.7745 -0.123 0.292 -0.041
N -1.2533 3.1944 0.7201 -0.077 -0.285 0.052
```
Forces are in eV/Å.

Total charge: +2
E_LUMO (spin up / spin down), eV: -8.89 / -8.89
HOMO energy (spin up / spin down), Ha: -0.494 / -0.494
Frontier orbital gap (spin up / spin down), eV: 4.540 / 4.538